No. 1
{"formula": "C3H5N3", "method": "wB97M-V/def2-TZVPD", "multiplicity": 1, "orbital_gap_ev": 8.21, "charge": 0, "de_lowest_kj_mol": 511.0, "energy_ha": -281.3954, "elements": ["C", "C", "N", "N", "N", "C", "H", "H", "H", "H", "H"], "xyz": [[-1.7784, -0.3560, -0.0432], [-0.1341, -0.2303, 0.0544], [-0.2928, -1.4534, 0.0207], [2.4099, -0.3653, -0.0685], [1.9693, 0.8069, 0.0219], [0.5914, 0.9247, 0.0849], [-2.0196, 0.3660, 0.7415], [-2.0222, -0.0222, -1.0497], [-2.2958, -1.2863, 0.1908], [3.4330, -0.2868, -0.1024], [0.1393, 1.9027, 0.1495]], "atomic_forces_ev_per_a": [[-0.4192, 0.0482, -0.0656], [0.1800, -0.5867, -0.0222], [0.1276, 0.7000, 0.0236], [0.0994, 0.3965, 0.0154], [-0.0554, -0.3942, -0.0212], [-0.0490, 0.1037, 0.0012], [0.0631, -0.1187, -0.0534], [0.0775, -0.0384, 0.1550], [0.0836, 0.1119, -0.0221], [-0.1694, -0.0551, 0.0224], [0.0619, -0.1673, -0.0332]], "mulliken_charge": [-0.7477, 1.1102, -0.4047, -0.6358, -0.0915, -0.6901, 0.3042, 0.2561, 0.3020, 0.2334, 0.3638]}


No. 2
{"formula": "C3H5N3", "method": "wB97M-V/def2-TZVPD", "multiplicity": 1, "orbital_gap_ev": 9.33, "charge": 0, "de_lowest_kj_mol": 332.9, "energy_ha": -281.4633, "elements": ["C", "N", "C", "N", "C", "N", "H", "H", "H", "H", "H"], "xyz": [[0.0770, 1.3557, 0.8075], [0.5026, 0.8409, -0.5151], [0.7158, -0.4177, -0.6825], [1.1265, -1.5154, -0.8794], [-1.5043, -1.3362, 0.2474], [-1.3562, -2.4063, -0.2152], [-0.8847, 0.8811, 1.0353], [0.0175, 2.4431, 0.7373], [0.8220, 1.0738, 1.5528], [0.1286, 1.3220, -1.3271], [0.3550, -2.2411, -0.7609]], "atomic_forces_ev_per_a": [[-0.0338, -0.0166, 0.1529], [-0.1413, -0.3528, -0.1435], [0.5642, -0.2658, -0.2175], [-0.2343, 0.8078, 0.1983], [-0.0659, -1.0746, -0.3994], [-0.1258, 0.9835, 0.4247], [0.1544, 0.1964, 0.0652], [0.0079, -0.2198, -0.0111], [-0.0963, 0.0340, -0.1158], [0.0567, -0.1001, 0.0537], [-0.0857, 0.0081, -0.0075]], "mulliken_charge": [-0.6797, -0.1620, 0.4231, -0.3477, -0.3135, -0.5985, 0.3486, 0.2877, 0.2675, 0.2831, 0.4915]}


No. 3
{"formula": "C3H5N3", "method": "wB97M-V/def2-TZVPD", "multiplicity": 1, "orbital_gap_ev": 9.66, "charge": 0, "de_lowest_kj_mol": 52.5, "energy_ha": -281.5701, "elements": ["N", "C", "C", "C", "N", "N", "H", "H", "H", "H", "H"], "xyz": [[-1.8672, 0.0236, 0.1416], [-0.4633, 0.0354, 0.0581], [0.5030, -0.9474, 0.0035], [1.7222, -0.2343, -0.0265], [1.5370, 1.0761, -0.0022], [0.2017, 1.2146, 0.0573], [-2.2016, -0.8759, 0.4644], [-2.3020, 0.2238, -0.7535], [0.3484, -2.0170, -0.0237], [2.7291, -0.6298, -0.0746], [-0.2072, 2.1308, 0.1555]], "atomic_forces_ev_per_a": [[-0.0260, -0.1458, -0.0981], [0.2343, 0.0670, -0.0240], [-0.0823, 0.0223, 0.0217], [0.1169, 0.0432, -0.0117], [0.0200, -0.2640, -0.0051], [-0.2499, 0.0695, 0.0426], [0.0218, 0.1123, -0.0258], [0.0362, 0.0021, 0.1206], [0.0257, 0.1766, 0.0003], [-0.1589, 0.0628, 0.0091], [0.0620, -0.1461, -0.0295]], "mulliken_charge": [-0.5665, 0.4094, -0.4346, -0.3769, -0.7986, 0.2656, 0.2521, 0.2516, 0.3278, 0.4202, 0.2499]}


No. 4
{"formula": "C3H5N3", "method": "wB97M-V/def2-TZVPD", "multiplicity": 1, "orbital_gap_ev": 8.87, "charge": 0, "de_lowest_kj_mol": 326.6, "energy_ha": -281.4656, "elements": ["N", "C", "C", "N", "C", "N", "H", "H", "H", "H", "H"], "xyz": [[-0.5972, 0.2420, -1.6715], [0.5497, -0.0406, -0.8786], [0.2981, -1.1495, -0.0947], [0.0723, -0.6297, 1.1366], [0.3927, 0.7232, 1.0751], [0.8330, 1.0743, -0.0857], [-0.4209, 1.1176, -2.1655], [-1.2490, 0.5951, -0.6651], [0.0096, -2.1500, -0.3916], [-0.3119, -1.1224, 1.9249], [0.3039, 1.3601, 1.9395]], "atomic_forces_ev_per_a": [[-1.8796, 1.1095, 1.5981], [-0.0435, -0.3308, 0.3017], [-0.1112, 0.0830, 0.0222], [0.3397, -0.0289, 0.5096], [0.8235, -0.1531, 0.6831], [-0.5652, -0.0657, 0.5976], [-0.3169, -0.0040, 0.0553], [1.4081, -0.8892, -4.1912], [-0.1388, 0.3129, 0.0872], [0.2985, 0.0328, 0.1430], [0.1854, -0.0667, 0.1934]], "mulliken_charge": [-0.6134, 0.0535, -0.1452, -0.0750, -0.2676, -0.4934, 0.2855, 0.3198, 0.3712, 0.1872, 0.3774]}


No. 5
{"formula": "C3H5N3", "method": "wB97M-V/def2-TZVPD", "multiplicity": 1, "orbital_gap_ev": 9.28, "charge": 0, "de_lowest_kj_mol": 369.7, "energy_ha": -281.4492, "elements": ["C", "N", "N", "C", "C", "N", "H", "H", "H", "H", "H"], "xyz": [[-1.6504, -0.0894, 0.2640], [-0.1938, -0.0475, 0.1494], [0.4578, 1.0653, 0.3303], [1.6782, 0.8854, -0.1707], [1.8625, -0.3850, -0.7790], [0.6207, -0.9284, -0.5977], [-1.9290, 0.3454, 1.2288], [-1.9740, -1.1299, 0.2319], [-2.1675, 0.4739, -0.5248], [2.4502, 1.6183, 0.0056], [0.8453, -1.8082, -0.1377]], "atomic_forces_ev_per_a": [[-0.0081, -0.1440, 0.0416], [0.2293, 0.1982, 0.1606], [0.0774, -0.1446, -0.1479], [0.1622, 0.2638, -0.0365], [-0.1827, 0.3219, 0.3474], [0.4019, 0.0716, 0.3241], [0.1612, -0.1251, -0.1870], [0.0744, 0.0862, -0.0037], [0.3718, -0.1594, 0.0491], [-0.2192, 0.1949, -0.1995], [-1.0682, -0.5634, -0.3482]], "mulliken_charge": [-0.6390, 0.6037, -0.6827, -0.1308, -0.4292, -0.2818, 0.2536, 0.2580, 0.3024, 0.4183, 0.3276]}


No. 6
{"formula": "C3H5N3", "method": "wB97M-V/def2-TZVPD", "multiplicity": 1, "orbital_gap_ev": [8.04, 8.04], "charge": 0, "de_lowest_kj_mol": 629.4, "energy_ha": -281.3503, "elements": ["C", "C", "C", "N", "N", "N", "H", "H", "H", "H", "H"], "xyz": [[2.2305, 0.3897, 0.0746], [-0.4636, 0.3550, 0.0174], [-1.9194, 0.0386, 0.0580], [0.0662, 1.5167, -0.0394], [0.2511, -0.8121, 0.1434], [1.5328, -0.7010, 0.0530], [2.9740, 0.7330, -0.5531], [-2.4423, 0.9293, 0.4020], [-2.2996, -0.1827, -1.0317], [-1.9562, -0.7647, 0.8094], [2.0264, -1.5017, 0.0664]], "atomic_forces_ev_per_a": [[-5.1906, 2.0009, 0.5959], [1.8103, 0.8215, 0.1483], [-0.7677, 0.4939, -1.3094], [2.4163, -1.8202, -0.0119], [-0.6436, -2.2322, 0.0575], [-0.9819, 4.6627, -0.1254], [1.9390, 0.2060, -0.8802], [-0.2240, -0.1494, 0.0312], [0.6895, -0.0741, 2.3160], [-0.7605, 0.0663, -0.7722], [1.7133, -3.9755, -0.0499]], "mulliken_charge": [-0.2273, 0.6721, -0.7537, -0.5643, -0.6986, 0.2826, 0.2722, 0.2987, 0.2121, 0.2763, 0.2299]}


No. 7
{"formula": "C3H5N3", "method": "wB97M-V/def2-TZVPD", "multiplicity": 1, "orbital_gap_ev": 10.30, "charge": 0, "de_lowest_kj_mol": 97.8, "energy_ha": -281.5528, "elements": ["N", "C", "N", "C", "N", "C", "H", "H", "H", "H", "H"], "xyz": [[-1.9468, 0.0921, 0.2709], [-0.5843, -0.0116, 0.1445], [0.2267, -0.2124, 1.1338], [1.5196, -0.1276, 0.5391], [1.4146, -0.0959, -0.9108], [0.1675, 0.1361, -1.1084], [-2.3034, -0.3217, 1.1211], [-2.5002, -0.1214, -0.5455], [1.9086, 0.9049, 0.3972], [2.3038, -0.7111, 1.0283], [-0.2062, 0.4685, -2.0702]], "atomic_forces_ev_per_a": [[-0.0235, -0.1461, 0.0073], [0.1527, -0.0487, 0.2957], [-0.1321, 0.4220, -0.3893], [0.5650, 0.4624, -0.2255], [-0.5728, -0.3580, -0.5620], [0.1541, -0.2781, -0.2733], [-0.0096, 0.1493, -0.0530], [0.1297, 0.0158, 0.0654], [0.1257, 0.2522, 1.6157], [-0.2564, -0.2009, -0.4709], [-0.1328, -0.2699, -0.0101]], "mulliken_charge": [-0.4911, 0.6403, -0.6064, -0.2253, -0.5226, -0.2572, 0.2763, 0.2413, 0.2321, 0.3490, 0.3635]}


No. 8
{"formula": "C3H5N3", "method": "wB97M-V/def2-TZVPD", "multiplicity": 1, "orbital_gap_ev": 7.15, "charge": 0, "de_lowest_kj_mol": 295.4, "energy_ha": -281.4775, "elements": ["C", "N", "C", "N", "C", "N", "H", "H", "H", "H", "H"], "xyz": [[1.7569, -0.6270, -0.1731], [0.5738, -1.1032, -0.3514], [-0.5514, -0.3970, -0.2214], [-0.4092, 0.9782, 0.3418], [-1.8727, -0.8298, -0.3610], [-3.0051, -1.1023, -0.4782], [2.6136, -1.2866, -0.2820], [1.9768, 0.4302, 0.0486], [0.1790, 0.9447, 1.1908], [0.0582, 1.6255, -0.3063], [-1.3199, 1.3675, 0.5921]], "atomic_forces_ev_per_a": [[0.0170, 0.0012, 0.0532], [-0.1032, 0.1577, -0.0527], [0.1359, -0.0075, 0.0347], [0.0299, 0.1361, 0.0546], [-1.0726, -0.3152, -0.1210], [1.2473, 0.3154, 0.1695], [-0.1524, 0.1144, -0.0162], [-0.0341, -0.2125, 0.0188], [-0.0518, -0.0056, -0.1056], [-0.0862, -0.0878, 0.0658], [0.0703, -0.0962, -0.1011]], "mulliken_charge": [-0.5229, -0.4560, 0.0850, -0.4111, 0.3803, -0.5061, 0.2467, 0.1935, 0.3275, 0.3099, 0.3532]}


No. 9
{"formula": "C3H5N3", "method": "wB97M-V/def2-TZVPD", "multiplicity": 1, "orbital_gap_ev": 10.61, "charge": 0, "de_lowest_kj_mol": 120.6, "energy_ha": -281.5441, "elements": ["C", "N", "C", "C", "N", "N", "H", "H", "H", "H", "H"], "xyz": [[1.4270, -0.8476, 0.0309], [0.2837, 0.0305, 0.1737], [-0.6953, 0.2633, -0.7275], [-1.6618, 0.9175, -0.0087], [-1.2171, 1.0666, 1.2673], [-0.0450, 0.5217, 1.3721], [2.3418, -0.3392, 0.3375], [1.2741, -1.7354, 0.6497], [1.5014, -1.1512, -1.0151], [-0.5655, 0.0198, -1.7703], [-2.6434, 1.2541, -0.3096]], "atomic_forces_ev_per_a": [[0.1254, -0.0392, -0.0194], [-0.0982, -0.0093, -0.0112], [0.0735, 0.0958, 0.0663], [-0.0262, 0.0520, -0.0535], [0.0304, -0.1122, -0.0651], [-0.1260, -0.1004, -0.0984], [-0.1142, -0.0385, -0.0248], [0.0822, 0.1242, -0.0868], [0.0332, 0.0861, 0.1581], [-0.2129, -0.1364, 0.1335], [0.2328, 0.0778, 0.0014]], "mulliken_charge": [-0.6837, 0.5478, 0.1717, -0.6406, -0.3540, -0.5637, 0.2520, 0.2716, 0.2918, 0.3147, 0.3923]}


No. 10
{"formula": "C3H5N3O", "method": "wB97M-V/def2-TZVPD", "multiplicity": 1, "orbital_gap_ev": 9.47, "charge": 0, "de_lowest_kj_mol": 207.4, "energy_ha": -356.7784, "elements": ["N", "C", "C", "O", "N", "C", "N", "H", "H", "H", "H", "H"], "xyz": [[0.1872, 1.6781, -0.3322], [0.5183, 0.3276, -0.1291], [1.6786, -0.3706, -0.1401], [1.4361, -1.6742, 0.1189], [0.0808, -1.8634, 0.2791], [-0.4584, -0.6827, 0.1306], [-1.8175, -0.4211, 0.2820], [-0.6787, 1.8842, 0.1531], [0.8922, 2.3112, 0.0237], [2.7160, -0.1064, -0.2983], [-2.1839, 0.1840, -0.4434], [-2.3707, -1.2665, 0.3557]], "atomic_forces_ev_per_a": [[0.0619, 0.0279, 0.1442], [0.0918, -0.2318, 0.0763], [-0.0890, 0.1439, 0.0333], [0.1820, 0.0396, -0.0691], [-0.3041, 0.2876, -0.0647], [0.0940, -0.1152, -0.0056], [-0.0099, -0.1343, -0.0601], [0.0475, 0.0671, -0.0206], [0.0182, -0.0523, -0.1426], [-0.2149, -0.0081, 0.0479], [0.0383, -0.1234, 0.0444], [0.0842, 0.0990, 0.0165]], "mulliken_charge": [-0.5998, 0.5966, -0.6345, -0.1689, -0.5011, 0.3743, -0.5520, 0.2711, 0.2644, 0.4326, 0.2412, 0.2761]}


No. 11
{"formula": "C3H5N3O", "method": "wB97M-V/def2-TZVPD", "multiplicity": 1, "orbital_gap_ev": 10.32, "charge": 0, "de_lowest_kj_mol": 454.9, "energy_ha": -356.6841, "elements": ["C", "N", "N", "C", "O", "N", "C", "H", "H", "H", "H", "H"], "xyz": [[2.9601, -0.5283, -0.0014], [2.1528, 0.4491, -0.0095], [0.8777, -0.0593, -0.0928], [0.0748, 0.9118, -0.0516], [-1.2663, 0.8885, -0.0421], [-1.7469, -0.4295, -0.0230], [-3.0112, -0.4245, -0.0197], [2.5856, -1.5405, -0.1603], [4.0131, -0.3357, 0.1844], [0.4436, 1.9331, 0.0421], [-3.5125, -1.3801, 0.0337], [-3.5709, 0.5153, 0.1402]], "atomic_forces_ev_per_a": [[0.6462, 0.0942, 0.0298], [1.2850, -0.6036, 0.3556], [-1.7319, 0.0374, -0.3950], [0.1070, 1.0348, 0.2972], [0.0940, -0.4163, 0.1120], [-0.5196, -0.4042, -0.5413], [-0.0311, 0.7579, 0.9653], [0.1930, 0.0449, 0.2048], [-0.0682, 0.0042, -0.2693], [-0.1959, -0.0088, -0.1130], [0.0629, -0.0522, -0.1580], [0.1585, -0.4884, -0.4882]], "mulliken_charge": [-0.2901, -0.4996, -0.1661, 0.0949, -0.0870, -0.3677, -0.2524, 0.3446, 0.2673, 0.4052, 0.2737, 0.2771]}


No. 12
{"formula": "C3H5N3O", "method": "wB97M-V/def2-TZVPD", "multiplicity": 1, "orbital_gap_ev": 9.12, "charge": 0, "de_lowest_kj_mol": 586.3, "energy_ha": -356.6341, "elements": ["C", "N", "C", "C", "N", "N", "O", "H", "H", "H", "H", "H"], "xyz": [[-0.9145, 1.3653, -0.1771], [0.4258, 1.0299, -0.0158], [0.8557, -0.2152, 0.0200], [2.2606, -0.4130, 0.0657], [3.5168, -0.0809, -0.1190], [0.1065, -1.3533, -0.3758], [-1.2515, -1.4525, -0.0221], [-1.5520, 1.3772, 0.8408], [-0.8685, 2.4774, -0.1757], [-1.6997, 0.9238, -0.9510], [0.5413, -2.1899, 0.0115], [-1.4204, -1.4688, 0.8985]], "atomic_forces_ev_per_a": [[-4.5135, 2.1900, 1.4788], [2.5175, -3.9271, 0.9151], [-3.2889, 2.6627, -1.3976], [12.5971, 3.8273, -1.8774], [-11.5045, -3.6084, 1.9477], [0.5000, -0.8967, 1.5861], [-0.2706, 0.4303, -2.4547], [1.4832, -0.8948, -1.6737], [-0.4548, -0.5159, -1.1617], [2.2941, 0.6302, 1.2479], [0.1732, -0.0002, -0.4706], [0.4671, 0.1027, 1.8601]], "mulliken_charge": [-0.6966, -0.4008, 0.5958, 0.0266, -0.3867, -0.2233, -0.3921, 0.2349, 0.3556, 0.2560, 0.3096, 0.3211]}